Below is a 11-piece molecular cluster, C66H156N2O27 overall at a distorted geometry, with properties calculated with ωB97M-V with the def2-TZVPD basis set.

Bonds (Å) are listed after each position.
CARTESIAN COORDINATES (ANGSTROEM)
1 C 5.14 -5.85 2.48  O2 1.418, H10 1.078, H11 1.122, H12 1.081
2 O 5.15 -4.56 1.90  C1 1.418, C3 1.435
3 C 4.67 -3.59 2.84  O2 1.435, C4 1.501, H13 1.124, H14 1.100
4 C 4.63 -2.23 2.19  C3 1.501, O5 1.434, H15 1.089, H16 1.097
5 O 3.48 -2.01 1.36  C4 1.434, C6 1.426
6 C 3.49 -2.71 0.12  O5 1.426, C7 1.495, H17 1.079, H18 1.104
7 C 4.73 -2.55 -0.70  C6 1.495, O8 1.406, H19 1.136, H20 1.082
8 O 4.91 -1.23 -1.16  C7 1.406, C9 1.423
9 C 6.06 -1.08 -2.00  O8 1.423, H21 1.081, H22 1.092, H23 1.099
10 H 5.54 -6.49 1.71  C1 1.078
11 H 4.11 -6.21 2.77  C1 1.122
12 H 5.70 -5.98 3.39  C1 1.081
13 H 5.34 -3.57 3.74  C3 1.124
14 H 3.67 -3.88 3.19  C3 1.100
15 H 5.60 -2.09 1.73  C4 1.089
16 H 4.48 -1.48 2.98  C4 1.097
17 H 2.57 -2.41 -0.37  C6 1.079
18 H 3.28 -3.78 0.29  C6 1.104
19 H 4.62 -3.28 -1.56  C7 1.136
20 H 5.52 -3.00 -0.12  C7 1.082
21 H 6.10 -0.03 -2.25  C9 1.081
22 H 5.88 -1.76 -2.83  C9 1.092
23 H 6.99 -1.40 -1.52  C9 1.099
24 C 3.53 9.16 7.47  O25 1.428, H33 1.099, H34 1.095, H35 1.093
25 O 4.14 7.91 7.12  C24 1.428, C26 1.413
26 C 3.28 7.10 6.36  O25 1.413, C27 1.562, H36 1.108, H37 1.130
27 C 3.92 5.70 6.12  C26 1.562, O28 1.386, H38 1.108, H39 1.115
28 O 2.86 4.90 5.73  C27 1.386, C29 1.406
29 C 3.27 3.64 5.26  O28 1.406, C30 1.541, H40 1.101, H41 1.127
30 C 2.02 2.84 4.84  C29 1.541, O31 1.420, H42 1.079, H43 1.089
31 O 1.37 2.38 6.02  C30 1.420, C32 1.418
32 C 0.14 1.76 5.69  O31 1.418, H44 1.097, H45 1.112, H46 1.105
33 H 2.80 8.94 8.26  C24 1.099
34 H 3.00 9.52 6.58  C24 1.095
35 H 4.35 9.84 7.72  C24 1.093
36 H 3.02 7.54 5.37  C26 1.108
37 H 2.31 6.95 6.91  C26 1.130
38 H 4.45 5.30 7.01  C27 1.108
39 H 4.69 5.82 5.32  C27 1.115
40 H 3.83 3.06 6.01  C29 1.101
41 H 3.90 3.77 4.34  C29 1.127
42 H 2.23 2.00 4.19  C30 1.079
43 H 1.41 3.47 4.20  C30 1.089
44 H -0.07 1.04 6.50  C32 1.097
45 H 0.12 1.13 4.77  C32 1.112
46 H -0.59 2.58 5.60  C32 1.105
47 C 3.19 1.68 -1.03  O48 1.409, H56 1.104, H57 1.104, H58 1.071
48 O 3.27 2.81 -1.86  C47 1.409, C49 1.415
49 C 2.09 3.60 -1.85  O48 1.415, C50 1.485, H59 1.091, H60 1.078
50 C 0.99 2.98 -2.63  C49 1.485, O51 1.425, H61 1.123, H62 1.093
51 O 1.45 2.82 -3.97  C50 1.425, C52 1.442
52 C 0.31 2.54 -4.82  O51 1.442, C53 1.537, H63 1.104, H64 1.103
53 C 0.76 2.41 -6.28  C52 1.537, O54 1.437, H65 1.074, H66 1.090
54 O 1.07 3.71 -6.79  C53 1.437, C55 1.399
55 C 1.09 3.72 -8.19  O54 1.399, H67 1.090, H68 1.118, H69 1.119
56 H 2.77 1.89 -0.03  C47 1.104
57 H 4.27 1.46 -1.02  C47 1.104
58 H 2.68 0.88 -1.53  C47 1.071
59 H 2.42 4.44 -2.46  C49 1.091
60 H 1.83 3.80 -0.83  C49 1.078
61 H 0.10 3.67 -2.60  C50 1.123
62 H 0.69 1.99 -2.26  C50 1.093
63 H -0.39 3.38 -4.71  C52 1.104
64 H -0.15 1.60 -4.47  C52 1.103
65 H 0.00 1.96 -6.90  C53 1.074
66 H 1.70 1.86 -6.27  C53 1.090
67 H 1.09 4.78 -8.44  C55 1.090
68 H 0.23 3.17 -8.64  C55 1.118
69 H 2.01 3.20 -8.56  C55 1.119
70 C 2.55 -0.53 7.30  O71 1.412, H79 1.128, H80 1.081, H81 1.094
71 O 1.75 -1.32 6.44  C70 1.412, C72 1.385
72 C 2.05 -1.06 5.12  O71 1.385, C73 1.479, H82 1.113, H83 1.130
73 C 1.17 -1.83 4.21  C72 1.479, O74 1.404, H84 1.108, H85 1.077
74 O -0.14 -1.33 4.15  C73 1.404, C75 1.440
75 C -1.01 -1.72 5.23  O74 1.440, C76 1.523, H86 1.088, H87 1.100
76 C -2.42 -1.25 4.88  C75 1.523, O77 1.383, H88 1.111, H89 1.101
77 O -3.05 -2.20 4.11  C76 1.383, C78 1.420
78 C -4.46 -2.11 4.11  O77 1.420, H90 1.088, H91 1.110, H92 1.095
79 H 3.61 -0.89 7.25  C70 1.128
80 H 2.25 -0.78 8.31  C70 1.081
81 H 2.57 0.53 7.03  C70 1.094
82 H 3.10 -1.31 4.83  C72 1.113
83 H 1.88 0.03 4.85  C72 1.130
84 H 1.10 -2.89 4.50  C73 1.108
85 H 1.63 -1.76 3.24  C73 1.077
86 H -0.73 -1.34 6.21  C75 1.088
87 H -1.07 -2.82 5.25  C75 1.100
88 H -2.33 -0.23 4.45  C76 1.111
89 H -2.95 -1.15 5.84  C76 1.101
90 H -4.75 -1.84 5.12  C78 1.088
91 H -4.96 -3.05 3.77  C78 1.110
92 H -4.77 -1.29 3.46  C78 1.095
93 C 6.41 2.97 -3.16  O94 1.456, H102 1.089, H103 1.105, H104 1.103
94 O 7.03 2.33 -2.01  C93 1.456, C95 1.424
95 C 8.39 1.96 -2.22  O94 1.424, C96 1.508, H105 1.081, H106 1.105
96 C 9.08 1.76 -0.90  C95 1.508, O97 1.415, H107 1.123, H108 1.127
97 O 8.50 0.68 -0.19  C96 1.415, C98 1.409
98 C 8.96 0.68 1.14  O97 1.409, C99 1.522, H109 1.081, H110 1.090
99 C 8.15 1.63 2.02  C98 1.522, O100 1.424, H111 1.084, H112 1.122
100 O 6.84 1.12 2.27  C99 1.424, C101 1.419
101 C 5.90 1.31 1.22  O100 1.419, H113 1.097, H114 1.085, H115 1.110
102 H 6.13 2.21 -3.90  C93 1.089
103 H 7.15 3.64 -3.62  C93 1.105
104 H 5.57 3.58 -2.78  C93 1.103
105 H 8.95 2.70 -2.77  C95 1.081
106 H 8.48 1.03 -2.81  C95 1.105
107 H 8.92 2.71 -0.33  C96 1.123
108 H 10.19 1.60 -0.95  C96 1.127
109 H 10.00 0.96 1.16  C98 1.081
110 H 8.75 -0.30 1.55  C98 1.090
111 H 8.16 2.63 1.60  C99 1.084
112 H 8.68 1.71 3.00  C99 1.122
113 H 5.01 0.75 1.54  C101 1.097
114 H 6.25 0.94 0.26  C101 1.085
115 H 5.62 2.37 1.09  C101 1.110
116 C -3.63 3.76 0.17  O117 1.399, H125 1.121, H126 1.106, H127 1.093
117 O -2.41 4.11 0.77  C116 1.399, C118 1.461
118 C -1.79 2.92 1.35  O117 1.461, C119 1.500, H128 1.121, H129 1.105
119 C -2.34 2.54 2.68  C118 1.500, O120 1.416, H130 1.091, H131 1.094
120 O -2.13 3.38 3.81  C119 1.416, C121 1.404
121 C -2.89 4.56 3.75  O120 1.404, C122 1.487, H132 1.097, H133 1.104
122 C -2.90 5.24 5.08  C121 1.487, O123 1.444, H134 1.091, H135 1.081
123 O -1.75 6.08 5.34  C122 1.444, C124 1.434
124 C -0.45 5.52 5.12  O123 1.434, H136 1.097, H137 1.092, H138 1.087
125 H -4.33 3.37 0.95  C116 1.121
126 H -3.61 3.07 -0.69  C116 1.106
127 H -4.06 4.71 -0.16  C116 1.093
128 H -0.71 3.19 1.49  C118 1.121
129 H -1.92 2.05 0.68  C118 1.105
130 H -1.84 1.60 2.91  C119 1.091
131 H -3.43 2.44 2.70  C119 1.094
132 H -3.89 4.23 3.45  C121 1.097
133 H -2.48 5.25 2.99  C121 1.104
134 H -3.05 4.53 5.89  C122 1.091
135 H -3.65 6.01 5.03  C122 1.081
136 H 0.28 6.31 5.33  C124 1.097
137 H -0.34 5.09 4.12  C124 1.092
138 H -0.17 4.74 5.83  C124 1.087
139 C 3.20 0.15 -4.24  O140 1.388, H148 1.120, H149 1.071, H150 1.095
140 O 2.15 -0.16 -5.10  C139 1.388, C141 1.434
141 C 2.25 -1.44 -5.74  O140 1.434, C142 1.492, H151 1.117, H152 1.104
142 C 1.15 -1.49 -6.74  C141 1.492, O143 1.412, H153 1.109, H154 1.109
143 O 1.53 -0.80 -7.91  C142 1.412, C144 1.391
144 C 0.38 -0.81 -8.68  O143 1.391, C145 1.503, H155 1.116, H156 1.096
145 C 0.72 -0.31 -10.06  C144 1.503, O146 1.404, H157 1.106, H158 1.106
146 O 1.44 -1.32 -10.71  C145 1.404, C147 1.375
147 C 1.86 -0.98 -11.97  O146 1.375, H159 1.097, H160 1.117, H161 1.092
148 H 3.37 -0.69 -3.51  C139 1.120
149 H 2.98 1.07 -3.76  C139 1.071
150 H 4.13 0.28 -4.81  C139 1.095
151 H 2.16 -2.23 -4.95  C141 1.117
152 H 3.20 -1.51 -6.30  C141 1.104
153 H 0.21 -1.09 -6.32  C142 1.109
154 H 0.94 -2.53 -7.09  C142 1.109
155 H -0.39 -0.19 -8.16  C144 1.116
156 H -0.06 -1.82 -8.68  C144 1.096
157 H 1.35 0.60 -10.02  C145 1.106
158 H -0.21 -0.12 -10.62  C145 1.106
159 H 2.42 -1.79 -12.45  C147 1.097
160 H 2.55 -0.09 -11.96  C147 1.117
161 H 1.01 -0.64 -12.56  C147 1.092
162 C -6.81 -1.09 1.13  O163 1.409, H171 1.093, H172 1.083, H173 1.114
163 O -6.91 -0.37 -0.08  C162 1.409, C164 1.452
164 C -6.63 1.05 0.07  O163 1.452, C165 1.551, H174 1.109, H175 1.114
165 C -6.40 1.77 -1.28  C164 1.551, O166 1.405, H176 1.093, H177 1.095
166 O -5.11 1.57 -1.80  C165 1.405, C167 1.437
167 C -5.08 0.48 -2.74  O166 1.437, C168 1.479, H178 1.108, H179 1.115
168 C -3.70 0.26 -3.24  C167 1.479, O169 1.417, H180 1.091, H181 1.123
169 O -3.20 1.20 -4.17  C168 1.417, C170 1.403
170 C -2.97 2.48 -3.65  O169 1.403, H182 1.118, H183 1.085, H184 1.066
171 H -5.80 -1.15 1.52  C162 1.093
172 H -7.18 -2.09 0.90  C162 1.083
173 H -7.47 -0.61 1.88  C162 1.114
174 H -5.74 1.21 0.72  C164 1.109
175 H -7.51 1.53 0.56  C164 1.114
176 H -6.44 2.85 -1.12  C165 1.093
177 H -7.19 1.51 -1.99  C165 1.095
178 H -5.65 0.72 -3.66  C167 1.108
179 H -5.54 -0.43 -2.29  C167 1.115
180 H -3.65 -0.73 -3.69  C168 1.091
181 H -2.96 0.33 -2.39  C168 1.123
182 H -2.38 2.42 -2.70  C170 1.118
183 H -3.90 3.00 -3.46  C170 1.085
184 H -2.41 3.02 -4.38  C170 1.066
185 C -3.02 -4.73 1.36  O186 1.416, H194 1.083, H195 1.079, H196 1.104
186 O -4.28 -5.22 1.79  C185 1.416, C187 1.411
187 C -5.35 -4.73 1.02  O186 1.411, C188 1.502, H197 1.108, H198 1.099
188 C -6.67 -5.25 1.49  C187 1.502, O189 1.430, H199 1.089, H200 1.083
189 O -7.08 -4.66 2.73  C188 1.430, C190 1.416
190 C -7.03 -5.52 3.86  O189 1.416, C191 1.481, H201 1.098, H202 1.087
191 C -7.74 -4.89 4.99  C190 1.481, O192 1.424, H203 1.079, H204 1.118
192 O -9.14 -5.16 4.96  C191 1.424, C193 1.408
193 C -9.53 -6.27 5.72  O192 1.408, H205 1.112, H206 1.081, H207 1.073
194 H -2.92 -4.99 0.32  C185 1.083
195 H -2.20 -5.15 1.92  C185 1.079
196 H -2.96 -3.63 1.43  C185 1.104
197 H -5.20 -4.99 -0.05  C187 1.108
198 H -5.33 -3.63 1.03  C187 1.099
199 H -6.59 -6.33 1.62  C188 1.089
200 H -7.46 -5.09 0.77  C188 1.083
201 H -5.98 -5.67 4.17  C190 1.098
202 H -7.37 -6.53 3.64  C190 1.087
203 H -7.62 -3.82 4.95  C191 1.079
204 H -7.33 -5.14 6.00  C191 1.118
205 H -9.06 -6.17 6.72  C193 1.112
206 H -9.27 -7.22 5.27  C193 1.081
207 H -10.60 -6.16 5.80  C193 1.073
208 C -2.50 -5.84 -3.76  C209 1.589, H215 1.080, H216 1.090, H217 1.074
209 C -2.16 -4.31 -3.47  C208 1.589, N210 1.442, H218 1.100, H219 1.113
210 N -2.88 -3.36 -4.28  C209 1.442, C211 1.457, C213 1.483
211 C -2.71 -3.52 -5.72  N210 1.457, C212 1.513, H220 1.118, H221 1.106
212 C -3.17 -2.29 -6.46  C211 1.513, H222 1.088, H223 1.096, H224 1.095
213 C -4.34 -3.30 -4.00  N210 1.483, C214 1.479, H225 1.099, H226 1.068
214 C -4.60 -3.19 -2.55  C213 1.479, H227 1.065, H228 1.094, H229 1.093
215 H -2.09 -6.09 -4.73  C208 1.080
216 H -3.57 -6.04 -3.77  C208 1.090
217 H -2.15 -6.46 -2.95  C208 1.074
218 H -2.35 -4.16 -2.40  C209 1.100
219 H -1.08 -4.14 -3.69  C209 1.113
220 H -1.62 -3.74 -5.87  C211 1.118
221 H -3.23 -4.45 -6.02  C211 1.106
222 H -4.25 -2.24 -6.59  C212 1.088
223 H -2.80 -1.37 -6.00  C212 1.096
224 H -2.80 -2.31 -7.49  C212 1.095
225 H -4.80 -4.19 -4.44  C213 1.099
226 H -4.78 -2.49 -4.54  C213 1.068
227 H -3.99 -2.46 -2.07  C214 1.065
228 H -4.49 -4.13 -2.00  C214 1.094
229 H -5.62 -2.88 -2.31  C214 1.093
230 C -3.14 -0.57 0.84  C231 1.509, H237 1.080, H238 1.094, H239 1.072
231 C -1.68 -0.72 1.18  C230 1.509, N232 1.484, H240 1.088, H241 1.112
232 N -0.78 -0.31 0.07  C231 1.484, C233 1.479, C235 1.483
233 C -0.86 -1.29 -1.03  N232 1.479, C234 1.562, H242 1.077, H243 1.090
234 C -0.15 -0.73 -2.31  C233 1.562, H244 1.095, H245 1.071, H246 1.106
235 C 0.58 -0.35 0.66  N232 1.483, C236 1.513, H247 1.088, H248 1.123
236 C 0.93 0.86 1.50  C235 1.513, H249 1.112, H250 1.088, H251 1.099
237 H -3.79 -0.91 1.63  C230 1.080
238 H -3.34 -1.11 -0.09  C230 1.094
239 H -3.39 0.45 0.63  C230 1.072
240 H -1.45 -0.11 2.05  C231 1.088
241 H -1.48 -1.78 1.45  C231 1.112
242 H -0.44 -2.26 -0.80  C233 1.077
243 H -1.91 -1.36 -1.32  C233 1.090
244 H -0.25 -1.44 -3.14  C234 1.095
245 H -0.50 0.22 -2.65  C234 1.071
246 H 0.94 -0.70 -2.11  C234 1.106
247 H 1.28 -0.28 -0.17  C235 1.088
248 H 0.67 -1.30 1.26  C235 1.123
249 H 0.95 1.78 0.87  C236 1.112
250 H 1.85 0.80 2.06  C236 1.088
251 H 0.16 0.94 2.29  C236 1.099

Frontier orbital gap = 0.331 Ha
Multiplicity = 1
Net charge = 0